C18H51Ag2N6O6 as an isolated structure in a non-equilibrium geometry, computed with ωB97M-V/def2-TZVPD.

Last column: Löwdin charge in e.
CARTESIAN COORDINATES (ANGSTROEM)
1 Ag 5.33 0.08 5.73  0.6493
2 Ag 1.86 5.55 5.07  0.7671
3 C 0.46 -0.46 2.80  -0.2681
4 O 0.93 0.47 3.80  -0.3363
5 H -0.61 -0.58 2.98  0.0693
6 H 0.69 -0.03 1.82  0.0514
7 H 0.93 -1.44 2.81  0.0518
8 C -8.26 -0.87 -0.54  -0.0703
9 C -8.98 -1.25 -1.85  -0.4371
10 C -8.79 -0.23 -3.02  -0.1527
11 O -9.28 1.07 -2.55  -0.2326
12 C -10.63 1.54 -2.90  -0.0754
13 N -8.54 -2.57 -2.28  0.0304
14 H -8.61 0.07 -0.11  0.0678
15 H -7.19 -0.73 -0.71  0.0670
16 H -8.23 -1.66 0.21  0.0692
17 H -10.04 -1.25 -1.60  0.1297
18 H -9.35 -0.63 -3.87  0.1176
19 H -7.73 -0.01 -3.14  0.1226
20 H -11.35 0.78 -2.59  0.0711
21 H -10.71 1.63 -3.99  0.0776
22 H -10.97 2.44 -2.40  0.0809
23 H -7.84 -2.56 -3.01  0.0677
24 H -9.41 -2.90 -2.66  0.0666
25 C 8.01 -3.76 0.75  -0.0650
26 C 9.20 -2.76 0.83  -0.4045
27 C 9.22 -1.76 -0.39  -0.1290
28 O 9.54 -2.71 -1.42  -0.2147
29 C 10.89 -2.90 -1.72  -0.1268
30 N 9.04 -2.00 2.09  -0.0017
31 H 7.14 -3.31 1.24  0.0667
32 H 8.08 -4.73 1.24  0.0676
33 H 7.76 -4.15 -0.23  0.0740
34 H 10.10 -3.36 0.95  0.1227
35 H 10.06 -1.08 -0.27  0.1125
36 H 8.28 -1.23 -0.56  0.1260
37 H 11.40 -2.02 -2.11  0.0851
38 H 11.02 -3.60 -2.55  0.0890
39 H 11.48 -3.34 -0.91  0.0810
40 H 9.76 -1.32 2.23  0.0574
41 H 9.32 -2.70 2.76  0.0621
42 C -0.96 5.79 0.33  -0.0807
43 C -2.11 6.61 1.01  -0.4129
44 C -3.28 5.73 1.64  -0.1664
45 O -3.96 6.65 2.49  -0.2068
46 C -4.91 5.91 3.22  -0.1201
47 N -1.35 7.22 2.04  -0.0022
48 H -1.45 5.20 -0.45  0.0710
49 H -0.50 5.05 0.97  0.0629
50 H -0.09 6.34 -0.03  0.0698
51 H -2.45 7.38 0.31  0.1359
52 H -2.85 4.96 2.28  0.1156
53 H -3.95 5.19 0.97  0.1256
54 H -5.67 5.38 2.65  0.0915
55 H -5.47 6.74 3.67  0.0944
56 H -4.43 5.26 3.95  0.0910
57 H -0.92 7.97 1.51  0.0793
58 H -2.04 7.70 2.60  0.0656
59 C 2.86 -2.75 -6.90  -0.0576
60 C 1.85 -2.52 -5.74  -0.4112
61 C 1.62 -3.84 -4.98  -0.1768
62 O 1.99 -5.10 -5.61  -0.1926
63 C 1.04 -5.67 -6.48  -0.1370
64 N 2.32 -1.40 -4.85  0.0375
65 H 3.87 -2.93 -6.51  0.0804
66 H 2.92 -1.75 -7.33  0.0754
67 H 2.46 -3.48 -7.60  0.0747
68 H 0.94 -2.31 -6.30  0.1208
69 H 0.63 -3.88 -4.52  0.1196
70 H 2.28 -3.86 -4.12  0.1124
71 H 0.24 -6.34 -6.17  0.0776
72 H 1.57 -6.36 -7.14  0.0885
73 H 0.52 -4.88 -7.03  0.0829
74 H 2.21 -1.66 -3.88  0.0518
75 H 3.32 -1.46 -4.93  0.0535
76 C -0.11 0.49 10.68  -0.8105
77 O -0.29 0.20 11.84  0.0509
78 N 1.01 0.81 10.11  0.1429
79 N -1.00 0.58 9.77  0.1543
80 H 0.87 1.14 9.17  0.0940
81 H 1.88 0.98 10.59  0.1221
82 H -1.98 0.61 10.03  0.1363
83 H -0.61 0.59 8.84  0.1096

Computed properties:
- E: -48696.6568 eV
- Frontier orbital gap: 0.09803 Ha
- Total charge: +1
- HOMO level: -9.2 eV
- Relative energy (zero: lowest compared OMol25 entry of this formula, charge and spin): 12.2052 eV